31
Properties=species:S:1:pos:R:3:forces:R:3:lowdin_charge:R:1 method="wB97M-V/def2-TZVPD" de_lowest_kcal_mol=81.8 lumo_energy_ev=0.25 e_tot_ha=-837.946359 smiles="N[C@@H](Cc1ccc(O)cc1)C(=O)NCC(=O)O" fmax_ha_per_bohr=0.1168 molar_mass_g_mol=238.24 charge=0
C 0.098813 2.352422 -0.020671 0.0 -2.7 -1.6 -0.3123
C -0.883357 1.294639 0.567992 3.6 2.2 4.2 -0.4421
C 0.631746 1.810015 -1.395182 -0.7 -3.6 1.3 -0.0573
C 1.332870 0.457943 -1.005234 2.3 3.9 -0.6 -0.2465
C 2.727155 0.539358 -0.633399 0.6 -3.0 -0.3 -0.0194
C 0.639954 -0.666698 -0.998216 1.2 -3.3 2.6 -0.0684
C 3.330637 -0.677218 -0.218867 -1.4 -0.2 -0.7 -0.0140
C 1.028876 -1.821769 -0.171265 2.6 3.9 -1.4 0.0509
C 2.344527 -1.663401 0.257513 1.8 -1.8 0.4 -0.2492
C -3.048512 0.291318 0.298605 -0.4 -0.3 0.3 -0.0692
C -3.055412 -1.162839 -0.052008 -0.5 0.4 0.2 -0.4867
H 0.646409 3.021372 1.740087 -0.3 0.3 1.2 0.0675
H 1.532936 3.531154 0.469715 0.6 0.8 0.2 0.0775
H -0.453293 3.179205 -0.235039 -2.3 2.5 -0.8 0.1020
H -0.184896 1.471557 -2.116785 0.9 1.1 0.8 0.1258
H 1.343726 2.407704 -1.874395 0.8 1.3 -0.8 0.0841
H 3.362740 1.374842 -0.892944 -0.3 0.2 0.0 0.1014
H -0.295431 -0.671076 -1.396364 -2.1 0.1 -1.0 0.0533
H 4.427541 -1.090696 -0.427742 -2.3 1.5 1.2 0.1583
H 0.303958 -2.509912 0.141643 -0.4 -1.1 0.4 0.0885
H 3.669350 -2.162071 1.464761 3.3 1.7 1.6 0.0166
H -1.836704 1.373701 -1.133083 -0.5 -0.8 1.2 0.1688
H -4.046803 0.611414 -0.014627 0.5 0.7 -0.4 0.1495
H -3.024777 0.474915 1.348033 -0.1 -0.4 1.1 0.1337
H -1.944436 -2.094316 -1.258204 -0.1 -0.9 0.0 0.1392
N 1.108768 2.747341 0.914338 0.8 -1.3 -1.1 0.0820
N -1.894836 0.947611 -0.183546 -1.0 1.4 -2.9 0.0709
O -0.655187 1.050696 1.775145 -1.7 -0.6 -2.1 0.0550
O 2.955817 -2.605458 1.145483 -4.3 -1.1 -2.6 0.0270
O -4.070440 -1.791602 -0.044346 0.1 -0.7 -0.2 0.1379
O -1.840392 -1.566771 -0.464557 -0.6 -0.4 -0.1 0.0751